Entry 1:
The following is a DFT calculation (ωB97M-V with the def2-TZVPD basis set) of a molecular structure, C31H30BCl2N6Re in a non-equilibrium geometry.

Calculated values
- HOMO energy (spin up / spin down): -16.52 / -16.28 eV
- Multiplicity: 2
- ⟨S²⟩: 0.809
- Calculated total energy: -2550.39126 Ha
- Kohn-Sham gap (spin up / spin down): 4.341 / 3.963 eV
- LUMO (spin up / spin down): -12.178 / -12.314 eV
- Charge: +3
- ΔE to the lowest compared entry with this formula, charge and spin: 0.870 eV

```
71
C31H30BCl2N6Re, DFT ωB97M-V with the def2-TZVPD basis set
H -0.7564 -5.7334 4.1104
C -0.8242 -4.7423 3.6894
H 3.0494 -4.7903 -1.6446
N 1.4514 -1.9081 -0.9826
H 3.2329 4.4316 0.8223
H 4.5025 2.6280 -0.3063
H 0.4797 -5.2100 2.0966
C -1.0019 -2.1894 2.6142
C -2.0121 2.6676 1.3450
H -1.8464 0.1616 -4.8826
C 0.5518 -2.8498 0.7791
C 2.8536 -3.7612 -1.9277
H -1.0550 -1.1999 2.1829
N -0.4911 0.0271 -1.9142
H -6.4349 1.5969 -0.9772
C 3.6275 0.9571 -1.4457
C 2.6357 3.9653 1.5901
C 0.0860 -0.4203 -3.9976
H 1.3647 4.6199 4.6524
C -0.1952 -3.1447 1.9761
H -1.6217 3.4315 2.0199
H -2.1653 -4.0174 5.2014
H -2.3217 -1.7499 4.2401
H -3.4014 1.8589 -3.9645
C 0.9010 -0.8730 -5.1362
C -3.3124 0.3078 -0.9383
H 2.4298 -3.7473 -2.9293
H 0.9962 1.0611 2.2953
C 3.6794 1.9670 -0.4877
C 2.1177 2.6738 1.3932
C 2.3731 4.6539 2.7589
H 0.3402 -0.7613 -6.0595
C 4.6602 0.5890 -2.4275
H -4.9337 0.2788 0.4610
C 1.9241 -3.1689 -0.9527
N 2.4307 0.3420 -1.3162
H 0.4328 2.3642 4.3318
N 1.7357 0.8930 -0.3102
C -0.1228 -4.4396 2.5455
C -2.8641 0.7397 -2.1986
C -4.5797 0.6295 -0.4975
C 1.3145 2.1052 2.3967
H 1.5757 -4.8100 0.4319
H 1.1795 -1.9196 -5.0233
H -5.6838 2.3502 -3.2039
H 4.9943 -0.4359 -2.2737
H 5.5156 1.2508 -2.3300
C -5.0103 1.7914 -2.5702
H 3.7957 -3.2183 -1.9510
C -1.5672 0.3291 -2.6952
N 0.4961 -0.4110 -2.7094
Re -0.1915 0.3360 0.0844
B 1.8207 -0.8599 -2.0629
C -3.7334 1.4953 -3.0044
C 2.4816 1.9022 0.2231
H -3.0257 2.8851 1.0038
C 1.0316 2.8086 3.5506
C 1.3771 -3.7965 0.1497
C -1.6182 -3.7767 4.3040
H 4.2780 0.6624 -3.4441
C -1.2203 0.0631 -4.0191
H 1.8192 -0.2936 -5.2148
C 1.5657 4.0841 3.7378
Cl -0.9459 2.5171 -0.0477
N 0.6095 -1.6774 0.0618
H 2.5606 -1.2924 -2.8563
H -2.6789 -0.3680 -0.3518
C -1.7039 -2.4921 3.7564
C -5.4361 1.3689 -1.3147
Cl -1.9769 1.0957 2.1399
H 2.7950 5.6357 2.9169
```

***

Entry 2:
The following is a DFT calculation (ωB97M-V with the def2-TZVPD basis set) of a molecular structure, C31H30BrN5O4Yb in a non-equilibrium geometry.

Calculated values
- HOMO energy (spin up / spin down): -10.77 / -10.76 eV
- Multiplicity: 2
- ⟨S²⟩: 0.751
- Calculated total energy: -5506.64767 Ha
- Kohn-Sham gap (spin up / spin down): 7.455 / 7.459 eV
- LUMO (spin up / spin down): -3.310 / -3.306 eV
- Charge: +1
- ΔE to the lowest compared entry with this formula, charge and spin: 0.091 eV

```
72
C31H30BrN5O4Yb, DFT ωB97M-V with the def2-TZVPD basis set
C -3.5713 2.5189 2.1335
H -6.9585 0.4790 -3.2269
C -5.4082 -0.0462 -1.8538
C -2.7558 1.2741 2.2378
C 0.1539 -0.0622 3.9357
C 2.8583 -3.8779 0.3679
N -0.8429 0.0857 3.0658
C -1.4017 2.1454 4.1615
H -0.3374 0.5197 -2.1533
C -0.3591 1.9756 5.0528
N -2.8843 0.2388 1.4698
C 1.7749 5.5062 -1.1956
H -0.7725 2.1244 -0.9843
C 1.1262 3.0996 -0.0059
H -1.0711 -2.2124 -2.4162
C 0.4286 0.8367 4.9532
H -6.6909 -1.5571 -4.5898
C 2.0751 3.9289 0.5743
C 4.2432 -3.8614 -0.0762
O -0.4261 -0.3815 -1.7851
C 0.7909 1.7736 0.6416
C 6.8626 -3.8991 -1.0135
H -2.9322 3.3406 1.8125
C -6.0721 -1.4050 -3.7191
C 5.9658 -4.8699 -1.4292
C -1.6506 1.1679 3.1954
C 5.1663 -2.9139 0.3728
Br 0.2207 -3.0997 1.2008
C -4.4424 -0.9912 -1.5129
H 6.2838 -5.6438 -2.1089
C 0.4856 3.4825 -1.1902
Yb -0.9725 -0.5728 0.6731
H 1.0505 1.8329 1.7282
C 2.4101 5.1288 -0.0213
H 3.1471 5.7689 0.4386
H -3.5797 -2.8904 -1.9880
C 6.4670 -2.9426 -0.0924
H 4.8814 -2.1897 1.1234
C -3.5225 -0.7811 -0.3862
C -6.2137 -0.2542 -2.9576
C -4.3170 -2.1548 -2.2727
H 1.2416 0.6599 5.6374
H -2.0135 3.0312 4.2018
H 2.4423 -4.8559 0.5608
C 0.8219 4.6956 -1.7828
H 7.8700 -3.8988 -1.3970
C 2.0619 -2.8068 0.5247
H 0.7555 -0.9579 3.8184
C 2.3317 -1.4413 0.1974
H -4.0152 2.7809 3.0905
H 3.9651 -5.6077 -1.2939
H 2.0161 6.4560 -1.6475
H -1.9048 -0.8454 -3.1897
H -0.1723 2.7198 5.8131
H -0.2376 -1.2465 -3.6637
O -0.4638 2.6816 -1.7457
O -2.4736 -1.5139 -0.2884
H -5.4971 0.8432 -1.2517
C 4.6679 -4.8593 -0.9595
H 0.3198 4.9971 -2.6894
H -4.3576 2.3685 1.3999
H -5.0310 -3.2615 -3.9529
N 1.6935 0.7494 0.0433
C -5.1288 -2.3583 -3.3702
N -3.7917 0.1970 0.4675
H 2.6388 1.0356 -0.2144
H 2.5475 3.6188 1.4973
H 3.2844 -1.2408 -0.2959
H 7.1812 -2.2198 0.2685
C -0.9413 -1.2120 -2.8305
N 1.4747 -0.5052 0.4228
O -0.4977 1.3765 0.4737
```

***

Entry 3:
The following is a DFT calculation (ωB97M-V with the def2-TZVPD basis set) of a molecular structure, C31H30BrNOPPt in a non-equilibrium geometry.

Calculated values
- HOMO energy (spin up / spin down): -16.96 / -16.96 eV
- Multiplicity: 1
- Calculated total energy: -4362.88015 Ha
- Kohn-Sham gap (spin up / spin down): 4.393 / 4.391 eV
- LUMO (spin up / spin down): -12.569 / -12.570 eV
- Charge: +3
- ΔE to the lowest compared entry with this formula, charge and spin: 2.633 eV

```
66
C31H30BrNOPPt, DFT ωB97M-V with the def2-TZVPD basis set
H -5.3982 2.7658 -1.4894
C 1.4095 -2.8562 3.0171
C 1.2556 -0.8093 -3.8385
C -2.9615 -0.5807 0.8516
H 4.0923 2.1298 3.8167
H -1.0713 0.8873 -5.6536
C 0.0475 -1.0823 3.8772
H -2.0637 5.3724 -0.8241
C 3.0978 -2.0645 -2.8798
H 0.9559 -0.4853 -5.9436
C 0.5705 -0.2877 -4.9545
H 0.1752 1.0408 3.4104
H 0.7317 -0.9716 4.7289
C 3.5212 2.9392 0.5773
H 0.6599 -3.6083 3.2972
C 4.0075 3.0727 1.8784
C 3.7079 2.0798 2.8094
H -2.5553 -4.1250 -0.6256
Pt 0.8357 -0.6695 0.5455
H -4.1562 -3.7186 1.2006
H -0.7282 -1.8020 4.1767
C -0.4096 0.2370 -2.3933
H 2.6527 0.2474 3.1213
H -1.0992 0.1456 2.5471
C -3.5171 1.8060 -1.1546
C 2.1452 -3.2838 1.7656
H -4.4710 5.0431 -1.3001
H 2.6496 -4.2313 1.9380
H 2.9069 -2.5472 1.5000
C -2.6390 -3.1380 -0.1971
H 3.9987 -2.6456 -3.0032
H 2.8181 -1.7557 -4.9796
C -1.6182 3.2821 -0.8261
H 2.0968 -2.7532 3.8697
H -1.9210 1.3794 -3.4024
H -1.1448 -2.2971 -1.4836
H -0.5625 3.4145 -0.6377
C 2.7281 1.8488 0.2747
H 3.1433 -2.2587 -0.7712
H -1.2759 0.5396 4.2643
H 1.4339 -3.4249 0.9448
C -2.1522 1.9987 -0.9068
C -0.5676 0.2477 3.4952
Br 5.0444 4.5900 2.3733
C 2.6019 -1.8276 -1.6001
C 2.4361 -1.5652 -3.9872
C 0.7596 -0.5502 -2.5244
C -3.8189 4.1878 -1.1849
H 2.3440 1.7103 -0.7291
H -3.0935 0.4193 1.2475
C -3.5547 -2.9055 0.8219
C -2.4611 4.3755 -0.9472
C -1.8495 -2.1088 -0.6825
O 0.7669 -1.6082 2.7666
C -3.7032 -1.6282 1.3591
H 3.7561 3.6730 -0.1771
C -0.5654 0.4825 -4.7907
N 2.4044 0.9251 1.1815
P -1.0006 0.5900 -0.6980
C 1.4501 -1.0706 -1.3949
H -4.3955 -1.4568 2.1698
C -4.3472 2.9068 -1.2852
C 2.9001 1.0271 2.4143
C -2.0343 -0.8127 -0.1759
C -1.0495 0.7534 -3.5139
H -3.9190 0.8118 -1.2858
```

***

Entry 4:
The following is a DFT calculation (ωB97M-V with the def2-TZVPD basis set) of a molecular structure, C31H30ClN4O5RhS2 in a non-equilibrium geometry.

Calculated values
- HOMO energy: -8.42 eV
- Multiplicity: 1
- Calculated total energy: -3161.70528 Ha
- Kohn-Sham gap: 7.834 eV
- LUMO: -0.586 eV
- ΔE to the lowest compared entry with this formula, charge and spin: 1.010 eV

```
74
C31H30ClN4O5RhS2, DFT ωB97M-V with the def2-TZVPD basis set
C 3.0113 3.0715 0.1748
H 2.4713 3.9909 0.3760
H 1.3108 2.1132 -0.7103
H 5.2190 -3.0627 -4.9579
H 4.8587 3.7897 1.0044
C 5.0352 1.7836 0.2535
C 3.7761 -0.4696 -3.3209
S -3.5213 1.9633 -0.6985
H -4.5611 -2.8441 2.6713
H 3.2110 0.1766 3.5196
C 0.9633 0.0544 -1.9651
H 6.0832 1.6902 0.5154
H -2.5486 2.6634 -2.6939
C 2.3100 -0.3902 -1.2853
Rh -2.0055 -0.6367 -0.5526
N -2.8665 -2.5212 -0.2072
C -4.1951 -4.4065 1.2173
O -0.3366 -1.7495 0.6157
C 3.0378 0.8268 -0.7125
C -3.6437 -4.7284 -0.0217
O -3.4744 1.3608 2.2083
C 2.6149 -0.6348 3.9414
H -4.2506 2.2467 -2.9638
H -4.9890 4.3708 -1.9203
N -0.0526 -0.4913 -1.2379
H 2.7794 -0.6546 5.0215
S -3.2185 -0.0238 2.4981
C -3.4475 -2.1755 0.9582
H -2.0927 4.6872 -0.9956
C 0.4512 -1.2170 -0.1967
C -3.9123 4.2513 -2.0682
Cl -3.1960 -0.5636 -2.4907
N -3.2979 -0.8112 1.0863
H -1.8480 -2.0187 4.0152
H -3.4786 5.6100 -0.4132
H 4.9290 -0.1824 -0.5992
H 2.7589 -3.1047 -1.4548
H 1.4224 1.4071 2.6097
H 2.9960 -1.5790 3.5434
H -2.5092 -3.9100 -1.6791
H -4.4402 3.6473 0.6788
C 1.1520 -0.4600 3.6216
C 4.0081 -3.2307 -3.1943
H 4.0911 -4.3102 -3.1410
H -3.6291 4.8638 -2.9240
C -0.6325 0.8188 2.6080
C 3.2609 -2.5499 -2.2379
C 2.3559 2.0098 -0.4372
C -4.1103 -3.1267 1.7329
C -1.5377 -0.1521 3.0023
C 4.5150 -1.1497 -4.2757
O -4.0232 -0.7076 3.4703
H -2.7246 3.3907 0.9911
C 4.3839 0.7268 -0.3704
H -4.7238 -5.1672 1.7792
H 2.3480 -1.6005 0.5546
C -2.9735 -3.7441 -0.7151
C 4.3494 2.9598 0.5278
H 0.5481 -2.2917 4.5695
H 4.9960 -0.5975 -5.0755
C 3.1476 -1.1659 -2.2896
C 0.2178 -1.4170 4.0196
C 0.7079 0.6582 2.9223
C -1.1232 -1.2725 3.7104
O -2.0688 1.4484 -0.5935
H -3.7360 -5.7216 -0.4375
C -3.1657 4.6396 -0.7970
C 4.6380 -2.5332 -4.2127
N 1.7979 -1.2260 -0.1983
H -0.9782 1.6809 2.0480
H 3.6702 0.6073 -3.3771
C -3.4616 3.5344 0.2086
O 0.9126 0.7664 -2.9357
C -3.5656 2.7900 -2.3168
```

***

Entry 5:
The following is a DFT calculation (ωB97M-V with the def2-TZVPD basis set) of 2 unconnected molecules or ions with the total composition C31H30F3N3O2 in a non-equilibrium geometry.

Calculated values
- HOMO energy: -7.91 eV
- Multiplicity: 1
- Calculated total energy: -1813.54084 Ha
- Kohn-Sham gap: 7.127 eV
- LUMO: -0.784 eV

```
69
C31H30F3N3O2, DFT ωB97M-V with the def2-TZVPD basis set
C -2.5663 -2.5331 1.7308
H -0.0650 2.3117 3.3125
H 3.9590 1.1228 -3.1291
H 3.0670 -3.9818 -4.1415
C 0.0467 -5.5980 -4.0692
H -0.5033 -6.3879 -4.5925
H 1.8591 -5.8710 -5.2498
H -1.1161 -4.3858 2.7997
C 0.0669 4.9300 0.8198
C 1.3692 -5.3003 -4.4533
C 2.8886 2.8544 -3.8754
H 2.3727 0.7290 -1.2434
C -0.4440 -3.2362 -1.1812
C -1.7537 -0.1410 5.0159
F 4.3969 4.0987 0.8613
C 1.8125 3.7305 -3.6783
C 3.1425 4.6285 0.8660
H 1.1272 -1.8636 -0.6841
H -0.2184 4.7760 1.8933
C 3.1000 1.7771 -3.0051
C -3.6729 -0.2342 1.7442
C 0.1268 2.1533 -0.7482
H 0.2174 -3.2036 3.0209
H -3.4754 -1.2079 4.2287
H -4.0068 0.5745 1.0811
C -0.5374 -1.7201 0.7554
H 1.6455 4.5842 -4.3397
C -2.9624 -1.3092 0.9148
N 0.9026 3.8612 0.3618
N -1.2109 -2.7291 1.5532
C 2.0572 -4.2502 -3.8194
H -4.5315 -0.7296 2.2114
C -1.8924 1.3605 2.6624
C 0.1580 -2.2902 -0.4374
H 0.4646 5.9602 0.7194
C -0.8254 1.5550 3.5456
H 0.6900 0.1919 -0.0181
H -2.3358 0.9267 -0.4373
H -1.4273 -3.6053 -0.8579
H -0.8696 4.9040 0.2347
F 3.0257 5.3886 -0.2791
C -2.7246 -0.4295 4.0576
C 1.4579 -3.5424 -2.7779
C 0.9408 3.5184 -2.6195
C -0.1543 0.8462 -0.3042
H -1.7826 -0.6647 5.9820
C -0.4389 -3.7004 2.2886
C -1.4483 0.3413 -0.1523
C -2.7533 0.2690 2.8477
H -0.7216 2.8369 -0.6256
O -3.3026 -3.2011 2.4474
H 0.0996 0.8860 5.3881
C -0.7516 0.7912 4.7181
H -1.5785 -5.1089 -2.7248
H 0.1923 -4.2674 1.5935
H 0.1811 -1.1718 1.3932
C 2.2130 1.5400 -1.9611
O 2.2719 2.5283 1.6997
C -0.5543 -4.8873 -3.0310
F 3.0740 5.5039 1.9180
H -3.5689 -1.6644 0.0619
N -1.6668 -0.8597 0.3992
H -2.0473 2.0326 1.8117
C 1.1026 2.3979 -1.7870
C 2.0237 3.5420 1.0193
C 0.1510 -3.8734 -2.3409
H 0.1180 4.2030 -2.4091
H 2.0056 -2.7415 -2.2823
H 3.5805 3.0348 -4.7029
```

***

Entry 6:
The following is a DFT calculation (ωB97M-V with the def2-TZVPD basis set) of a molecular structure, C31H30F3O22S4V in a non-equilibrium geometry.

Calculated values
- HOMO energy (spin up / spin down): 5.04 / 5.04 eV
- Multiplicity: 2
- ⟨S²⟩: 0.772
- Calculated total energy: -5690.43989 Ha
- Kohn-Sham gap (spin up / spin down): 1.937 / 1.938 eV
- LUMO (spin up / spin down): 6.976 / 6.976 eV
- Charge: -5
- ΔE to the lowest compared entry with this formula, charge and spin: 0.000 eV

```
91
C31H30F3O22S4V, DFT ωB97M-V with the def2-TZVPD basis set
C -7.8721 -21.6274 -22.4205
C -11.0425 -20.4333 -17.5710
O -7.6247 -17.3578 -15.5874
O -7.6860 -18.6137 -12.3545
O -0.5602 -20.2347 -14.2745
C -1.5274 -19.0997 -12.3921
H -10.5715 -21.2108 -16.9699
C -3.3145 -16.5685 -19.2250
H -6.4226 -23.7321 -16.4433
O -7.0568 -15.3593 -13.3229
O -7.3951 -20.0332 -14.3220
S -11.2927 -21.6708 -19.9528
H -2.7763 -22.1024 -14.2688
C -4.1971 -17.2048 -18.3959
H -6.0563 -21.2797 -23.3862
H -5.7595 -25.3042 -14.3082
H -13.0789 -20.8715 -16.7761
C -3.4054 -19.4916 -19.3725
C -7.3690 -21.1791 -11.9538
H -5.0318 -24.8113 -16.4216
O -5.2618 -22.8758 -19.9706
O -4.8244 -17.7402 -11.9942
C -6.6106 -20.7713 -22.5929
C -6.2910 -13.9363 -14.9059
O -0.4051 -19.1077 -11.8676
C -4.2872 -18.6144 -18.3671
H -12.0880 -22.7461 -18.0721
V -6.5054 -19.3524 -16.1553
H -2.8065 -23.6130 -15.1397
C -12.5710 -21.9343 -18.6272
H -10.5479 -19.3813 -19.3923
H -8.3035 -22.1499 -23.2772
C -5.8507 -20.6380 -21.3002
H -8.1387 -23.5044 -21.1413
H -1.6709 -19.3221 -20.6944
C -3.4441 -22.8771 -14.6456
C -2.6379 -18.3842 -11.8270
C -10.4145 -20.3790 -18.9761
F -7.4777 -20.8025 -10.6654
S -4.3917 -22.4103 -16.0949
C -2.4424 -18.7716 -20.1737
O -10.4575 -22.8695 -20.0953
H -10.8177 -19.4542 -17.1497
H -5.8998 -13.3361 -14.0936
H -2.4733 -17.9988 -10.8313
C -12.5446 -20.7178 -17.7103
C -6.0603 -13.4802 -16.2493
O -3.2826 -15.3134 -19.1723
S -8.0930 -19.8252 -13.0499
C -5.5958 -24.2375 -14.4538
C -2.4432 -17.3866 -20.1818
C -2.8390 -19.5467 -14.5586
O -1.7592 -16.8100 -21.0968
O -7.6040 -20.2679 -16.8274
H -6.8003 -19.7605 -22.9600
O -7.1780 -21.4124 -19.1394
O -3.5648 -22.6109 -17.2680
F -7.9809 -22.3669 -12.1202
O -4.8946 -18.6495 -14.7520
H -5.9537 -19.7173 -20.7319
O -9.5300 -20.0769 -12.9964
H -4.8360 -16.5967 -17.7717
C -6.8968 -15.1512 -14.5590
H -8.6857 -21.0703 -21.9535
H -3.0259 -19.8552 -15.5782
C -4.3742 -23.6527 -13.6777
C -7.5017 -15.5707 -16.9820
H -4.8122 -23.1040 -12.8473
C -7.3858 -22.8302 -21.5434
O -5.1382 -19.2745 -17.6784
C -3.8435 -18.3138 -12.5479
C -1.6140 -19.7340 -13.8443
H -9.3523 -20.6281 -19.0245
C -3.8566 -18.8069 -13.9792
O -11.9705 -21.0495 -21.0857
C -7.4117 -16.0597 -15.6861
H -6.4453 -23.6020 -14.1964
H -6.6294 -23.3730 -22.1106
H -3.7223 -24.4503 -13.3168
O -3.6527 -20.7009 -19.4303
H -12.9712 -19.9171 -18.3216
H -7.8725 -16.1300 -17.8309
H -4.8235 -20.9284 -21.5119
C -5.4792 -23.9395 -15.9404
O -5.2227 -21.2522 -15.8954
F -6.0621 -21.2640 -12.2118
S -6.4033 -22.0108 -20.2146
O -6.8918 -13.9308 -18.5008
H -13.4385 -22.4231 -19.0697
O -5.3689 -12.5815 -16.7000
C -6.9565 -14.2999 -17.3228
```